--- i ---
Formula: C6H10O2
Source: OMol25
Level of theory: ωB97M-V/def2-TZVPD

```
18
Properties=species:S:1:pos:R:3:mulliken_charge:R:1
C -0.40 1.26 1.35 -0.40
H 0.86 -0.77 1.58 0.21
H -0.34 0.06 -0.55 0.29
H 2.19 0.29 -2.30 0.23
H 0.16 1.66 2.19 0.34
C 1.08 0.43 -1.94 -0.24
C -0.33 -0.32 1.53 -0.53
H -1.11 -1.86 -1.55 0.47
H 1.41 -0.09 0.04 0.39
H -0.76 -0.79 2.54 0.39
C -1.02 -0.99 0.35 -0.32
H 0.20 0.92 -2.63 0.25
O 0.68 1.76 0.35 -0.47
O 0.40 -0.93 -1.84 -0.42
C -0.57 -1.37 -0.87 -0.40
H -1.79 -1.60 0.75 0.38
C 0.78 0.68 -0.44 -0.42
H -1.44 1.65 1.43 0.26
```

The orbital gap is 9.2 eV. Its spin multiplicity is 1. As for the HOMO energy: -0.30429 Eh. The SMILES is C1=C\OCCOCC/1.

--- ii ---
Formula: C6H10O2
Source: OMol25
Level of theory: ωB97M-V/def2-TZVPD

```
18
Properties=species:S:1:pos:R:3:mulliken_charge:R:1
H -1.32 -1.33 -1.62 0.31
H -0.53 2.23 -1.48 0.40
O -0.84 0.48 -2.43 -0.56
H -2.02 1.27 -0.77 0.25
H -0.01 -2.63 -1.07 0.26
H -1.72 -2.01 0.10 0.23
H 0.34 0.42 -2.33 0.38
C -0.90 1.27 -1.12 -0.75
C 0.73 1.05 1.25 -0.78
H 1.31 1.94 1.05 0.32
C -0.15 -0.66 -0.04 0.41
H 0.90 -0.56 2.67 0.19
H 2.52 -0.34 1.84 0.35
C -0.07 0.67 0.08 0.41
C -0.80 -1.84 -0.70 -0.88
O 0.86 -1.33 0.75 -0.40
C 1.42 -0.36 1.66 -0.34
H 0.26 1.70 2.16 0.22
```

The orbital gap is 8.9 eV. Its spin multiplicity is 1. As for the HOMO energy: -0.30179 Eh. The SMILES is CC1=C(CO)CCO1.

The winner here is ii, beating the second structure by 358.1 kJ/mol.

--- i ---
Formula: C6H10O2
Source: OMol25
Level of theory: ωB97M-V/def2-TZVPD

```
18
Properties=species:S:1:pos:R:3:mulliken_charge:R:1
O -0.38 0.66 1.46 -0.69
H -2.21 0.30 0.53 0.27
C 0.04 -0.35 -1.12 -0.63
C -0.84 0.85 -1.00 -0.01
H 2.10 -1.19 2.17 0.33
C 0.21 0.87 0.37 0.19
H 0.87 1.70 0.11 0.35
C 1.67 -0.41 0.24 0.60
O 2.71 -0.13 -0.28 -0.51
H -0.41 -1.29 -0.81 0.35
H 1.88 -2.42 0.90 0.34
H -2.58 1.91 -0.30 0.31
H 0.47 -1.58 1.62 0.31
C -2.23 0.89 -0.48 -1.20
C 1.51 -1.47 1.30 -1.10
H -3.02 0.45 -1.10 0.34
H -0.59 1.61 -1.74 0.42
H 0.80 -0.40 -1.89 0.35
```

The orbital gap is 8.2 eV. Its spin multiplicity is 1. As for the HOMO energy: -0.30185 Eh.

--- ii ---
Formula: C6H10O2
Source: OMol25
Level of theory: ωB97M-V/def2-TZVPD

```
18
Properties=species:S:1:pos:R:3:mulliken_charge:R:1
C -0.78 -2.10 0.98 0.03
O 1.61 0.15 -0.17 -0.41
O -0.04 0.23 -1.68 -0.42
H -1.94 -0.67 -1.73 0.32
H -1.47 0.22 -3.21 0.25
C -0.38 -1.16 0.28 -1.04
H -1.98 1.10 -1.69 0.25
H -1.40 1.44 0.36 0.34
C -0.32 1.23 0.53 -1.45
C 2.16 -0.18 1.12 -0.65
C 0.19 0.02 -0.27 1.48
H -0.16 1.14 1.62 0.36
H 3.25 -0.02 0.79 0.24
H 1.91 0.39 2.08 0.24
H -1.17 -2.88 1.52 0.49
H 0.08 2.18 0.22 0.42
H 1.86 -1.28 1.31 0.26
C -1.41 0.19 -2.05 -0.72
```

The orbital gap is 10.8 eV. Its spin multiplicity is 1. As for the HOMO energy: -0.36205 Eh. The SMILES is C#CC(C)(OC)OC.

--- iii ---
Formula: C6H10O2
Source: OMol25
Level of theory: ωB97M-V/def2-TZVPD

```
18
Properties=species:S:1:pos:R:3:mulliken_charge:R:1
H -2.45 -2.35 0.63 0.27
H 1.20 0.33 -1.93 0.29
O -1.40 1.30 -1.13 -0.71
C -1.97 -1.41 0.86 -0.65
C -0.88 0.88 -0.06 0.23
C -1.12 -0.81 0.02 -0.50
H 1.01 1.79 0.78 0.39
O 1.57 -1.28 0.14 -0.42
H 1.41 -2.13 0.58 0.38
H -0.90 -1.26 -0.94 0.33
C 1.42 1.16 -1.27 -1.39
H 2.50 1.25 -1.17 0.38
C 0.82 -0.32 0.69 -0.15
H -2.25 -0.95 1.81 0.24
C 0.75 0.99 0.08 0.16
H -1.29 1.18 0.92 0.32
H 0.55 -0.45 1.73 0.50
H 1.02 2.06 -1.74 0.35
```

The orbital gap (alpha / beta) is 7.6 / 7.6 eV. Its spin multiplicity is 1. As for the HOMO energy (alpha / beta): -0.29861 / -0.29858 Eh.

The winner here is ii, beating the second structure by 20.3 kJ/mol.

--- i ---
Formula: C2HF3O
Source: OMol25
Level of theory: ωB97M-V/def2-TZVPD

```
7
Properties=species:S:1:pos:R:3:mulliken_charge:R:1
H 3.06 0.48 -0.24 0.38
F -0.14 0.93 1.07 -0.20
F 2.47 0.34 -0.91 -0.38
C -1.76 -0.11 -0.32 0.53
F 0.02 -1.19 0.55 -0.20
O -2.80 -0.30 -0.79 -0.29
C -0.85 -0.15 0.64 0.17
```

The orbital gap is 9.2 eV. Its spin multiplicity is 1. As for the HOMO energy: -0.34996 Eh. The SMILES is O=C=C(F)F.F.

--- ii ---
Formula: C2HF3O
Source: OMol25
Level of theory: ωB97M-V/def2-TZVPD

```
7
Properties=species:S:1:pos:R:3:mulliken_charge:R:1
H -0.53 1.72 -0.82 0.28
C 0.55 -0.23 0.16 0.87
C -0.70 0.54 -0.32 -0.12
O -1.84 -0.31 0.19 -0.39
F 1.76 0.37 0.25 -0.21
F 0.14 -0.75 1.27 -0.18
F 0.62 -1.33 -0.73 -0.24
```

The orbital gap is 9.5 eV. Its spin multiplicity is 1. As for the HOMO energy: -0.41413 Eh. The SMILES is O=CC(F)(F)F.

The winner here is i, beating the second structure by 143.8 kJ/mol.

--- i ---
Formula: C4H11NO2S
Source: OMol25
Level of theory: ωB97M-V/def2-TZVPD

```
19
Properties=species:S:1:pos:R:3:mulliken_charge:R:1
H -0.24 -2.09 0.48 0.34
C 0.24 -0.29 1.52 -0.65
H -1.96 0.46 0.39 0.37
C -1.85 -0.61 0.20 -1.57
H 2.66 -0.44 1.90 0.13
H -4.45 4.24 -2.46 0.33
H 1.54 -1.39 -2.39 0.36
H -2.29 -0.86 -0.77 0.40
H -0.08 0.12 -1.39 0.25
S 1.85 0.46 1.31 -0.29
O -3.96 4.04 -1.64 -0.65
H 0.32 -0.94 2.39 0.36
N 0.23 -0.75 -1.01 -0.19
H -4.29 3.35 -1.08 0.32
H -0.34 0.62 1.70 0.25
C 1.39 -1.42 -1.30 -0.05
H -2.45 -1.03 1.00 0.38
C -0.39 -1.03 0.31 0.38
O 2.02 -2.08 -0.53 -0.48
```

The orbital gap is 9.3 eV. Its spin multiplicity is 1. As for the HOMO energy: -0.32268 Eh. The SMILES is C[C@H](CS)NC=O.O.

--- ii ---
Formula: C4H11NO2S
Source: OMol25
Level of theory: ωB97M-V/def2-TZVPD

```
19
Properties=species:S:1:pos:R:3:mulliken_charge:R:1
H 0.10 -2.06 -2.30 0.37
O 2.70 0.38 1.01 -0.66
H 0.72 0.13 -1.48 0.34
H -0.79 0.12 -2.51 0.32
H -1.43 -2.03 -1.42 0.39
H 0.10 2.17 0.25 0.19
N -0.27 1.27 0.52 -0.08
H 2.83 0.69 1.92 0.32
C -0.32 -0.15 -1.55 -0.41
H -1.75 1.33 -0.93 0.40
C -0.40 -1.68 -1.43 -0.74
O 0.32 1.56 2.71 -0.53
H -1.79 -0.09 0.03 0.46
H 1.78 0.57 0.81 0.40
H -0.12 -1.51 0.90 0.04
C -1.10 0.60 -0.46 -0.96
C -0.24 0.95 1.83 0.00
H -0.82 0.06 2.07 0.29
S 0.49 -2.32 0.03 -0.13
```

The orbital gap is 9.9 eV. Its spin multiplicity is 1. As for the HOMO energy: -0.33900 Eh. The SMILES is O=CNCCCS.O.

The winner here is ii, beating the second structure by 43.4 kJ/mol.

--- i ---
Formula: C8H20BN3O6S
Source: OMol25
Level of theory: ωB97M-V/def2-TZVPD

```
39
Properties=species:S:1:pos:R:3:mulliken_charge:R:1
H 1.70 1.57 1.18 0.27
C -0.42 -0.31 0.82 -0.84
O -1.92 2.24 -1.20 -0.50
H 0.20 -0.59 -2.26 0.22
H -3.48 0.38 -0.19 0.27
C -1.01 1.29 -0.96 -0.23
O 2.88 2.29 3.87 -0.58
H -2.67 1.20 0.76 0.27
O -0.67 -2.48 -4.11 -0.63
H -0.16 3.42 2.88 0.17
H -1.49 2.88 -1.81 0.45
H 0.48 -0.70 0.25 0.36
H 1.31 3.92 2.13 0.34
H 2.57 -2.96 -4.09 0.25
C 0.73 1.99 1.38 0.17
H -1.21 1.14 2.13 0.18
C -1.42 0.02 -0.27 1.87
H 1.34 -4.14 -4.44 0.31
H -0.76 -1.18 1.44 0.34
N 1.30 -3.43 -2.45 -0.25
C 0.83 3.04 2.49 -0.99
H -2.28 -0.87 -2.09 0.37
H -1.92 -2.11 -0.99 0.68
O 0.68 2.56 4.94 -0.63
O -1.04 -3.93 -2.08 -0.67
H 1.50 -4.02 -1.65 0.30
H 2.72 -4.58 -3.47 0.34
H 3.22 1.89 4.69 0.31
H 0.35 2.43 0.40 0.16
C -1.58 -1.10 -1.31 -1.72
O 0.10 1.47 -1.39 -0.62
C -0.18 0.85 1.84 -0.64
H 0.29 0.32 2.70 0.33
N -2.71 0.29 0.37 -0.83
N -0.25 -1.41 -1.87 -0.10
C 2.03 -3.76 -3.66 -0.86
H -0.30 2.62 4.92 0.32
B 1.52 2.60 3.82 0.71
S -0.27 -2.86 -2.72 1.10
```

The orbital gap is 10.0 eV. Its spin multiplicity is 1. As for the HOMO energy: -0.35286 Eh. The SMILES is CNS(=O)(=O)NC[C@@](N)(CCCCB(O)O)C(=O)O.

--- ii ---
Formula: C8H20BN3O6S
Source: OMol25
Level of theory: ωB97M-V/def2-TZVPD

```
39
Properties=species:S:1:pos:R:3:mulliken_charge:R:1
H 1.30 -0.33 1.17 0.35
H -1.50 0.68 -1.19 0.58
H -1.95 -0.93 -3.12 0.32
O -0.11 3.47 -0.48 -0.70
H 2.21 4.04 -1.34 0.30
O 1.63 -1.42 -1.69 -0.65
H -1.03 2.19 0.70 0.34
O 0.84 -3.20 -0.58 -0.43
H 0.23 -1.64 3.69 0.36
H -1.26 -0.22 1.02 0.43
O -1.32 1.65 1.45 -0.81
H 1.40 0.65 -1.03 0.42
H 1.15 -2.04 1.45 0.42
N 0.50 1.05 -0.76 -0.16
H 1.74 -3.50 -0.84 0.42
H -1.62 -2.92 -0.95 0.37
C -0.53 0.21 -1.35 -2.48
C -0.20 0.46 3.46 -0.77
C 0.63 -1.06 1.59 -0.63
C -0.57 -1.20 -0.74 1.91
H 0.98 2.81 1.20 0.41
H -1.27 0.28 3.60 0.20
H -0.39 0.18 -2.43 1.14
S 0.47 2.60 -1.52 1.10
H -1.08 -2.39 -3.22 0.37
B -0.19 1.51 2.25 0.73
H 1.60 -0.61 3.46 0.35
O -0.14 2.49 -2.86 -0.64
C -0.70 -1.11 0.79 -1.23
H 0.19 0.97 4.34 0.38
N 2.09 3.08 -1.63 -0.53
N -1.72 -1.97 -1.30 -0.53
C 0.58 -0.79 3.12 -0.75
C -1.90 -1.93 -2.74 -0.99
H 2.47 2.97 -2.55 0.27
C 0.73 -1.94 -1.07 0.01
H -2.85 -2.38 -3.01 0.37
O 0.98 2.21 1.98 -0.72
H -1.36 -1.92 1.14 0.49
```

The orbital gap is 9.4 eV. Its spin multiplicity is 1. As for the HOMO energy: -0.33711 Eh. The SMILES is CN[C@](CCCCB(O)O)(CNS(N)(=O)=O)C(=O)O.

The winner here is ii, beating the second structure by 128.9 kJ/mol.

--- i ---
Formula: C5H17N2O
Source: OMol25
Level of theory: ωB97M-V/def2-TZVPD

```
25
Properties=species:S:1:pos:R:3:mulliken_charge:R:1
H -0.51 -1.18 -1.08 0.24
H 2.25 0.18 0.12 0.50
C 1.21 0.33 -0.18 -0.17
N 0.27 -0.21 0.78 0.19
H -1.65 0.28 0.21 0.22
H -0.08 -1.59 -2.68 0.39
C -0.94 0.52 1.04 -0.20
C -1.90 0.08 2.19 -1.31
H 1.16 1.38 -0.41 0.25
H 1.43 0.42 2.42 0.45
H -1.55 1.92 -2.44 0.31
H -0.31 1.10 -2.54 0.22
H 1.14 0.47 -2.44 0.44
H -1.43 -0.14 3.16 0.42
N 0.24 -1.46 -1.71 -0.13
H -2.53 -0.79 1.97 0.36
H 0.67 -2.29 -1.28 0.39
O -0.91 1.43 -1.89 -0.49
H 1.92 -1.09 1.81 0.43
H 2.17 -0.74 -1.83 0.42
H -0.73 1.57 1.06 0.43
C 1.02 -0.52 2.05 -1.03
H -2.41 0.98 2.46 0.38
H 0.50 -1.13 2.78 0.36
C 1.21 -0.30 -1.67 -1.07
```

The orbital gap (alpha / beta) is 12.2 / 7.7 eV. Its spin multiplicity is 2. As for the charge: +2. As for the HOMO energy (alpha / beta): -0.71644 / -0.71970 Eh.

--- ii ---
Formula: C5H17N2O
Source: OMol25
Level of theory: ωB97M-V/def2-TZVPD

```
25
Properties=species:S:1:pos:R:3:mulliken_charge:R:1
N -0.03 -1.08 -1.36 -0.25
H -2.39 1.54 1.06 0.41
H -3.61 -1.40 0.12 0.44
H -1.25 0.34 1.59 0.08
H 2.17 0.80 0.81 0.39
H 7.44 0.45 0.97 0.33
H -0.92 0.68 -2.06 0.47
H 0.56 -1.49 -0.60 0.40
C -2.19 0.46 1.00 -1.19
H -2.72 0.75 -0.95 0.23
O 7.08 0.99 1.68 -0.62
C -0.67 0.24 -1.02 -0.11
C 0.35 1.16 -0.28 -0.78
C -2.69 -1.47 -0.51 -1.81
N 1.24 0.40 0.62 -0.15
H 0.48 -1.06 -2.23 0.37
H -3.18 -1.78 -1.44 0.42
H 6.34 0.48 2.02 0.29
H -0.77 -1.78 -1.33 0.26
C -2.10 -0.05 -0.43 0.67
H -2.09 -2.26 0.07 0.54
H 0.88 0.45 1.60 0.36
H -2.87 -0.06 1.66 0.36
H 0.00 2.10 0.16 0.39
H 0.93 1.59 -1.14 0.50
```

The orbital gap (alpha / beta) is 8.0 / 1.6 eV. Its spin multiplicity is 2. As for the charge: +2. As for the HOMO energy (alpha / beta): -0.57746 / -0.57746 Eh.

The winner here is i, beating the second structure by 143.2 kJ/mol.